The following is a DFT calculation (ωB97M-V with the def2-TZVPD basis set) of a molecular structure, C4BNO11Tl at a distorted geometry.

Each line ends with the natural charge from an NBO analysis.
Positions of all 18 atoms, in Å:
Tl 0.51 0.73 -4.44  0.969
N 2.86 -1.27 -2.93  0.706
O 3.43 -2.03 -2.20  -0.164
O 2.82 -0.04 -2.71  -0.322
O 2.27 -1.66 -3.95  -0.318
O 1.63 -1.75 0.09  -0.353
C 0.73 -1.01 0.32  0.698
O 0.30 -0.60 1.49  -0.579
B -0.86 0.27 1.34  1.155
O -1.13 0.31 -0.13  -0.579
C -0.20 -0.35 -0.77  0.733
O -0.11 -0.49 -1.95  -0.546
O -2.01 -0.23 2.08  -0.585
C -2.57 0.71 2.81  0.717
O -3.51 0.67 3.50  -0.325
C -1.65 2.02 2.59  0.709
O -0.64 1.64 1.83  -0.589
O -1.85 3.08 3.04  -0.326

Computed properties:
HOMO energy = -13.232 eV
Net charge = +1
Multiplicity = 1
ΔE to the lowest compared entry with this formula, charge and spin = 0.0 kcal per mole
Electronic energy = -33517.4780 eV
HOMO-LUMO gap = 0.07653 Eh